[1]
ORCA calculation (the ωB97M-V functional and the def2-TZVPD basis) on a structure of composition H26O29S4Zn2 at a distorted geometry.

The geometry in XYZ format:
```
61
Properties=species:S:1:pos:R:3
Zn -1.3207 2.8951 2.4572
Zn -0.6365 0.9336 -3.3142
S -0.3740 5.4889 -1.1151
O -1.6574 5.4559 -1.7827
O 0.6561 5.3571 -2.1405
O -0.2168 6.7403 -0.4099
O -0.3649 4.3342 -0.2066
S -5.1305 1.2388 -2.7662
O -5.5080 0.6893 -4.0175
O -5.2360 2.6803 -2.7905
O -5.9814 0.7251 -1.7305
O -3.7098 0.9588 -2.5022
S -1.2901 -1.2581 -6.9907
O -2.7651 -1.2093 -6.9335
O -0.7620 -0.1696 -7.8031
O -0.7047 -1.0184 -5.6669
O -0.7303 -2.4733 -7.5972
S 0.6308 -0.7577 0.7972
O 0.3804 -2.1996 1.0705
O 2.0292 -0.3370 0.9984
O 0.2704 -0.5287 -0.5938
O -0.2661 0.1137 1.5925
O -3.5869 -1.7088 3.6571
H -3.6668 -0.8593 4.0909
H -2.8743 -1.5914 3.0289
O -2.4380 1.8201 5.3256
H -2.8243 2.3928 5.9882
H -1.7842 1.3086 5.8022
O 2.0633 2.2033 -3.4897
H 2.7279 2.2322 -4.1779
H 1.8868 3.1222 -3.2877
O -1.4876 -6.2753 1.3513
H -2.3784 -5.9539 1.4909
H -1.0099 -5.5184 1.0120
O 4.1057 0.9893 3.9443
H 3.7565 0.7055 3.0995
H 4.0113 0.2246 4.5122
O 5.4448 -1.7004 -2.3647
H 5.3128 -0.9197 -1.8268
H 5.0023 -1.5011 -3.1897
O 1.2431 -4.4010 4.3005
H 0.9317 -4.0286 3.4755
H 1.7868 -3.7130 4.6843
O -4.0838 2.3402 1.3627
H -4.4644 3.1662 1.0643
H -4.5745 1.6661 0.8925
O 5.2153 -2.9923 2.3269
H 4.4083 -2.4959 2.1904
H 5.4730 -3.2771 1.4501
O -3.3327 -2.1859 -0.5267
H -3.5103 -1.2983 -0.8379
H -2.3798 -2.2256 -0.4456
O 5.1544 1.5594 -0.6330
H 4.4293 1.0896 -0.2209
H 4.9955 2.4793 -0.4213
O 1.2307 3.6439 3.7969
H 1.2341 4.5104 4.2036
H 2.1326 3.3351 3.8824
O 1.3729 -4.9575 -1.4311
H 1.9147 -4.4079 -1.9973
H 1.2494 -4.4364 -0.6377
```

Values from the calculation:
**Energy above the lowest of the compared OMol25 structures with the same formula, charge and spin**: 1499.43 kJ/mol
**Net charge**: -4
**Electronic energy**: -199961.9624 eV
**LUMO level**: 3.77 eV
**HOMO level**: 1.490 eV

[2]
ORCA calculation (the ωB97M-V functional and the def2-TZVPD basis) on a cluster of 13 separate species, C52H104O39 in total at a distorted geometry.

The geometry in XYZ format:
```
195
Properties=species:S:1:pos:R:3
C -3.1860 4.3845 -2.0181
C -2.9283 3.1819 -2.8877
O -4.0761 3.1285 -3.7482
C -4.2967 3.8833 -4.8808
O -3.5417 4.6951 -5.3536
O -5.5367 3.5480 -5.4163
C -5.9712 4.1411 -6.6179
H -4.2187 4.2414 -1.7001
H -3.0467 5.3053 -2.5845
H -2.5185 4.5149 -1.1664
H -2.9194 2.3344 -2.2022
H -1.9557 3.3744 -3.3404
H -7.0569 4.1225 -6.7127
H -5.6296 3.5927 -7.4958
H -5.6745 5.1899 -6.6080
C 3.7275 -3.5159 -2.2491
C 4.5080 -4.2701 -1.1435
O 5.6173 -5.0054 -1.6323
C 6.8580 -5.0100 -1.0822
O 7.1887 -4.3878 -0.0727
O 7.7339 -5.7069 -1.9069
C 9.1473 -5.9189 -1.5808
H 4.3240 -2.9557 -2.9691
H 3.0070 -2.8447 -1.7817
H 3.2454 -4.2479 -2.8971
H 3.7351 -4.8731 -0.6669
H 4.7850 -3.5391 -0.3839
H 9.3277 -6.5992 -0.7485
H 9.5082 -4.9389 -1.2687
H 9.6188 -6.3258 -2.4754
C 0.7062 0.8150 -5.1416
C 2.2273 0.7251 -5.2784
O 2.7640 2.0760 -4.9650
C 2.8804 2.9756 -5.9745
O 2.3948 2.8622 -7.1118
O 3.5545 4.0235 -5.5156
C 3.6911 5.1457 -6.3246
H 0.3127 1.2276 -6.0706
H 0.4199 1.3758 -4.2519
H 0.3054 -0.1959 -5.0671
H 2.5094 0.3991 -6.2795
H 2.6471 0.0124 -4.5685
H 4.3196 4.7597 -7.1272
H 4.2640 5.9031 -5.7895
H 2.7717 5.5622 -6.7360
C 1.8476 -0.0876 -1.6035
C 0.8586 -1.0137 -0.9454
O 0.1907 -0.3731 0.1596
C -0.8200 0.5113 -0.0653
O -1.1919 0.8866 -1.1599
O -1.3206 0.8415 1.1592
C -2.2318 1.9156 1.3079
H 2.3122 -0.3810 -2.5448
H 2.6942 0.1792 -0.9709
H 1.3066 0.8383 -1.7986
H 1.4228 -1.9054 -0.6720
H 0.0801 -1.3988 -1.6039
H -2.8987 1.9780 0.4480
H -1.6962 2.7944 1.6669
H -2.9156 1.5649 2.0809
C -5.3922 -4.3998 7.6563
C -4.2969 -3.6108 7.0043
O -4.6335 -2.3803 6.4672
C -3.5594 -1.5253 6.2876
O -2.4703 -1.6655 6.8585
O -3.9513 -0.5119 5.4391
C -3.0617 0.5452 5.0083
H -5.6777 -3.8563 8.5570
H -5.1347 -5.4031 7.9957
H -6.2235 -4.6086 6.9829
H -3.8016 -4.1926 6.2269
H -3.5205 -3.6164 7.7694
H -3.6722 1.2430 4.4352
H -2.2731 0.1143 4.3915
H -2.6795 1.1197 5.8521
C -0.8931 6.2191 -5.5772
C -0.1073 4.9311 -5.2852
O 0.9350 5.1241 -4.3284
C 0.8119 5.0339 -3.0267
O -0.1810 5.1457 -2.3688
O 1.9435 4.4987 -2.5822
C 1.9997 3.8098 -1.3619
H -1.2337 6.1237 -6.6082
H -0.2938 7.1029 -5.7958
H -1.6931 6.2933 -4.8406
H 0.3926 4.6494 -6.2120
H -0.7298 4.0578 -5.0903
H 2.2668 4.4607 -0.5294
H 2.7260 2.9998 -1.4301
H 1.0964 3.2041 -1.2898
C 5.9875 4.0793 -1.8502
C 5.6645 2.8441 -2.6753
O 6.3412 1.6920 -2.2062
C 6.0297 0.4339 -2.6506
O 5.0399 0.0779 -3.3066
O 7.0042 -0.3348 -2.1896
C 6.8548 -1.7334 -2.1599
H 6.9222 4.5828 -2.0971
H 6.0057 3.8116 -0.7937
H 5.1156 4.7274 -1.9392
H 5.9620 2.8888 -3.7230
H 4.5846 2.6963 -2.6877
H 6.8565 -2.1912 -3.1491
H 5.9205 -1.9732 -1.6524
H 7.7663 -2.0874 -1.6784
C 8.5415 -1.5504 1.2653
C 7.0735 -1.4344 1.2529
O 6.7287 -0.0736 1.0903
C 5.4893 0.3265 1.1859
O 4.5687 -0.4433 1.2174
O 5.4205 1.6526 1.0259
C 4.0823 2.3156 0.9145
H 9.0913 -1.1929 2.1359
H 8.9491 -0.9998 0.4175
H 8.8432 -2.5935 1.1704
H 6.6722 -1.7981 2.1988
H 6.6273 -2.0304 0.4567
H 3.8659 2.3223 1.9827
H 3.4291 1.7805 0.2252
H 4.1880 3.3283 0.5253
C -4.6438 6.3473 1.5415
C -3.1608 6.3595 1.8404
O -2.9553 6.3619 3.2649
C -2.9409 5.1739 3.9289
O -3.0461 4.0817 3.3763
O -2.5670 5.4195 5.1639
C -2.6238 4.3473 6.0656
H -5.0558 7.2967 1.8838
H -5.1668 5.5296 2.0375
H -4.8841 6.2954 0.4796
H -2.6373 7.1831 1.3548
H -2.7749 5.4287 1.4247
H -3.3464 3.5623 5.8426
H -2.9755 4.7976 6.9938
H -1.6977 3.7778 5.9877
C -11.4394 0.4702 4.3368
C -10.9227 1.5617 3.4979
O -9.5839 1.8341 3.8095
C -8.5397 1.3787 3.0462
O -8.5600 0.5703 2.1523
O -7.5028 2.1519 3.3560
C -6.2335 1.8183 2.6727
H -11.3299 0.7682 5.3795
H -10.9907 -0.4925 4.0920
H -12.4844 0.1984 4.1877
H -11.3720 2.5477 3.6174
H -10.9910 1.3290 2.4353
H -5.5707 2.6613 2.8681
H -6.4856 1.7512 1.6144
H -5.7288 0.8818 2.9097
C 1.6234 -3.3752 1.6251
C 2.6951 -3.2433 2.7350
O 3.3378 -4.4854 2.6947
C 4.5938 -4.6802 2.4740
O 5.4194 -3.7657 2.4633
O 4.8012 -6.0687 2.3494
C 6.0861 -6.6261 2.2778
H 1.3583 -2.3613 1.3251
H 0.8265 -4.0756 1.8746
H 2.0487 -3.6981 0.6749
H 2.1622 -2.9934 3.6524
H 3.3525 -2.4558 2.3664
H 6.6938 -6.3026 3.1229
H 6.5188 -6.2812 1.3388
H 5.9509 -7.7025 2.3843
C -3.5431 -2.4108 -2.0868
C -2.2804 -2.6823 -2.8725
O -1.6830 -3.9222 -2.7150
C -0.8211 -4.2348 -1.7514
O -0.5770 -3.5781 -0.7029
O -0.3256 -5.4808 -2.0279
C 0.5439 -6.0393 -1.0509
H -4.3007 -3.1682 -2.2884
H -4.0832 -1.5197 -2.4067
H -3.3201 -2.4034 -1.0199
H -1.5857 -1.8586 -2.7080
H -2.5458 -2.6150 -3.9276
H 0.9216 -6.8995 -1.6038
H -0.0205 -6.2587 -0.1446
H 1.3683 -5.3749 -0.7921
C -3.8222 -2.1871 2.2670
C -2.6985 -3.1830 2.1634
O -3.1072 -4.2142 3.0457
C -2.3211 -5.2234 3.3721
O -1.2188 -5.3583 2.9421
O -3.0030 -6.0395 4.1777
C -2.5197 -7.2935 4.5578
H -4.7326 -2.5602 1.7980
H -3.5977 -1.3099 1.6601
H -3.9467 -1.8697 3.3023
H -1.7629 -2.7558 2.5244
H -2.5668 -3.6619 1.1932
H -2.2924 -7.9564 3.7230
H -3.2746 -7.7927 5.1652
H -1.6383 -6.9692 5.1111
```

Values from the calculation:
**Energy above the lowest of the compared OMol25 structures with the same formula, charge and spin**: 0.00 kJ/mol
**Net charge**: +1
**Electronic energy**: -135449.3420 eV
**Spin multiplicity**: 2
**LUMO level (spin up / spin down)**: -2.73 / -10.21 eV
**HOMO level (spin up / spin down)**: -11.545 / -11.545 eV
**<S²>**: 0.757

[3]
ORCA calculation (the ωB97M-V functional and the def2-TZVPD basis) on a cluster of 2 separate species, C17H28N6O4 in total at a distorted geometry.

The geometry in XYZ format:
```
55
Properties=species:S:1:pos:R:3
O -1.3499 -0.4484 -3.6538
O -3.4354 3.3877 2.5732
O -0.1879 -2.5056 2.3211
O 1.4963 2.7456 2.9589
N -2.1781 -3.2612 -8.1468
C -0.2188 -0.6383 -4.0678
C -2.7718 2.6002 3.2267
C 0.7773 -1.9906 2.8515
C 0.8579 2.3250 3.9162
C -2.7693 -2.8259 -7.0237
C -0.8859 -2.9667 -8.3376
C -2.0834 -2.0922 -6.0569
C -0.1428 -2.2340 -7.4121
C -0.7369 -1.7815 -6.2397
N 1.9036 -2.6675 2.8915
N 0.0740 -1.0880 -5.3383
N 1.3316 2.3863 5.1679
N 0.8677 -0.3301 -3.2789
N -1.4556 2.5098 3.0375
C -3.4513 1.7440 4.2787
C 2.6376 2.9398 5.5233
C 0.8461 -1.0724 -0.9565
C 1.9440 1.0826 -1.6385
C 0.7379 -0.6063 3.4939
C 0.7806 0.1283 -1.8991
C -0.3615 0.3140 2.9294
C -0.5012 1.6295 3.7210
H -3.8168 -3.0600 -6.8605
H -0.3998 -3.3146 -9.2439
H -2.6301 -1.7863 -5.1735
H 0.8996 -2.0351 -7.6253
H 2.7252 -2.2864 3.3191
H 1.8734 -3.5768 2.4639
H 1.0496 -1.0173 -5.5909
H 0.7505 2.0365 5.9127
H 1.7777 -0.6083 -3.6248
H -1.0825 3.1143 2.3193
H -3.2993 0.6909 4.0509
H -3.0508 1.9861 5.2603
H -4.5190 1.9611 4.2658
H 2.6880 3.9902 5.2277
H 3.4243 2.3941 4.9978
H 2.8020 2.8612 6.5992
H -0.0155 -1.7280 -1.1182
H 1.7601 -1.6489 -1.1267
H 0.8332 -0.7399 0.0846
H 2.9024 0.5742 -1.7823
H 1.8940 1.9366 -2.3215
H 1.9006 1.4603 -0.6117
H 1.7103 -0.1366 3.3443
H 0.5829 -0.7397 4.5642
H -0.1588 0.6698 -1.7285
H -1.3177 -0.2096 2.9571
H -0.1258 0.5452 1.8894
H -0.8826 1.3827 4.7104
```

Values from the calculation:
**Energy above the lowest of the compared OMol25 structures with the same formula, charge and spin**: 0.00 kJ/mol
**Net charge**: 0
**Electronic energy**: -35216.3416 eV
**LUMO level**: 0.23 eV
**HOMO level**: -8.901 eV
**SMILES**: CNC(=O)[C@H](CCC(N)=O)NC(C)=O.CC(C)NC(=O)Nc1ccncc1

[4]
ORCA calculation (the ωB97M-V functional and the def2-TZVPD basis) on a cluster of 2 separate species, C5H7NO in total at a distorted geometry.

The geometry in XYZ format:
```
14
Properties=species:S:1:pos:R:3
C -1.6957 0.2042 0.6555
N -0.4891 0.1679 -0.2057
C -0.0210 -1.1570 -0.5440
C 1.3429 -1.1304 -0.5285
C 1.8137 0.1551 -0.1508
C 0.7376 0.9641 0.1798
O 0.5052 2.1480 0.5107
H -2.5802 0.2778 0.0206
H -1.6912 1.0498 1.3499
H -1.7435 -0.7218 1.2366
H -0.6744 -2.0140 -0.6917
H 1.9848 -1.9805 -0.7677
H 2.8322 0.5044 -0.1514
H -0.3717 1.4639 -0.9361
```

Values from the calculation:
**Energy above the lowest of the compared OMol25 structures with the same formula, charge and spin**: 426.80 kJ/mol
**Net charge**: 0
**Electronic energy**: -8831.7794 eV
**LUMO level**: -0.31 eV
**HOMO level**: -7.386 eV

[5]
ORCA calculation (the ωB97M-V functional and the def2-TZVPD basis) on a structure of composition C3H2CuO3 at a distorted geometry.

The geometry in XYZ format:
```
9
Properties=species:S:1:pos:R:3
O 4.1134 1.1000 0.3059
C 3.0440 0.7986 0.1674
O -0.4817 1.0710 0.5637
C -1.5374 0.3276 0.1652
C -1.3357 -0.9029 -0.3844
O -0.0798 -1.3463 -0.6424
H -2.4637 0.3001 0.7972
Cu 0.9160 0.1143 -0.1536
H -2.1751 -1.4626 -0.8191
```

Values from the calculation:
**Energy above the lowest of the compared OMol25 structures with the same formula, charge and spin**: 0.00 kJ/mol
**Net charge**: 0
**Electronic energy**: -53922.9682 eV
**Spin multiplicity**: 2
**LUMO level (spin up / spin down)**: 0.34 / -1.26 eV
**HOMO level (spin up / spin down)**: -8.474 / -8.485 eV
**<S²>**: 0.760

[6]
ORCA calculation (the ωB97M-V functional and the def2-TZVPD basis) on an isolated molecule of C5H8O.

The geometry in XYZ format:
```
14
Properties=species:S:1:pos:R:3
C 1.4858 -0.2734 -0.6235
C 0.1348 -0.0906 -0.0089
C 0.1281 0.7022 1.2728
O -1.1329 0.9755 1.8254
C -1.0177 -0.5795 -0.5605
C -0.9422 -1.2875 -1.8007
H 1.8148 0.6682 -1.0825
H 1.4363 -1.0378 -1.4005
H 2.2284 -0.5294 0.1430
H -1.9405 -0.3790 -0.0072
H 0.6746 0.1119 2.0214
H 0.7201 1.6216 1.1159
H -1.6020 1.5739 1.2294
H -1.9876 -1.4762 -2.1242
```

Values from the calculation:
**Energy above the lowest of the compared OMol25 structures with the same formula, charge and spin**: 421.20 kJ/mol
**Net charge**: 0
**Electronic energy**: -7357.8898 eV
**LUMO level**: -0.65 eV
**HOMO level**: -8.154 eV

[7]
ORCA calculation (the ωB97M-V functional and the def2-TZVPD basis) on a cluster of 2 separate species, C4H7NO in total.

The geometry in XYZ format:
```
13
Properties=species:S:1:pos:R:3
O -1.4475 0.3031 2.1540
N -1.5933 -0.4296 1.1950
C -0.6825 -0.1746 0.1340
C 0.3754 0.6333 -0.0586
C 0.6818 0.0285 -1.4086
C -0.6020 -0.8400 -1.2165
H 0.6421 0.6655 2.8156
H 0.8456 1.4203 0.5199
H 1.3710 0.7282 2.6768
H 0.6833 0.7138 -2.2620
H 1.6068 -0.5588 -1.4228
H -1.4169 -0.5654 -1.8932
H -0.4638 -1.9246 -1.2335
```

Values from the calculation:
**Energy above the lowest of the compared OMol25 structures with the same formula, charge and spin**: 531.83 kJ/mol
**Net charge**: 0
**Electronic energy**: -7794.1323 eV
**LUMO level**: -0.75 eV
**HOMO level**: -9.157 eV
**SMILES**: O=NC1=CCC1.[H][H]

[8]
ORCA calculation (the ωB97M-V functional and the def2-TZVPD basis) on a cluster of 2 separate species, C19H25F8O4P in total at a distorted geometry.

The geometry in XYZ format:
```
57
Properties=species:S:1:pos:R:3
F -3.3793 5.1784 -3.9391
C -4.5429 4.2500 -3.6860
F -4.7174 3.9405 -2.2483
C -4.2478 2.8956 -4.6219
F -5.4840 2.3282 -5.2245
F -3.4379 3.4176 -5.7858
C -3.2888 1.8039 -3.8632
F -2.5160 1.1024 -4.9553
F -2.2626 2.5506 -3.0758
C -4.0828 0.6517 -3.0096
F -4.0829 -0.5818 -3.8823
F -5.4601 1.0083 -2.5984
C -3.2514 0.3584 -1.5882
O -3.5834 -0.9437 -0.9899
C -3.4336 -0.9452 0.4734
C -2.1055 -0.1689 1.0397
P -1.8852 -0.4240 2.9452
C -1.4635 -0.5149 4.8282
C -0.0773 0.3737 5.1219
C 1.0711 -0.2548 4.0869
C 1.7723 -1.6778 4.6139
C 2.8948 -2.4361 3.6688
C 3.2562 -1.7104 2.2138
C 2.6021 -0.2866 1.7013
C 1.4912 0.4636 2.6489
H -5.5000 4.8462 -4.0638
H -2.0830 0.3271 -1.8205
H -3.4971 1.2890 -0.9007
H -3.3074 -2.0894 0.7899
H -4.3846 -0.5652 1.0504
H -1.1493 -0.6054 0.4896
H -2.0927 0.9889 0.8707
H -1.3294 0.9342 2.9748
H -3.2945 -0.6262 3.1640
H -0.9806 -1.5330 2.6438
H -2.3584 -0.1932 5.5214
H -1.1368 -1.6468 5.0187
H 0.2495 0.2202 6.2583
H -0.3232 1.4989 4.9104
H 1.4578 -2.1300 5.6642
H 3.4009 -3.4432 4.0303
H 4.0319 -2.2408 1.4881
H 2.8930 0.1994 0.6576
H 0.9420 1.4708 2.3506
C 6.7918 -1.6468 -1.2594
C 5.3104 -1.6878 -1.5735
C 4.9952 -1.5209 -3.0295
O 3.6825 -0.9899 -2.9949
C 3.5704 -0.3174 -1.8090
O 2.6462 0.4203 -1.5178
O 4.6373 -0.5818 -0.9945
H 7.2661 -0.7610 -1.6959
H 6.9518 -1.5855 -0.1776
H 7.2993 -2.5375 -1.6414
H 4.8644 -2.6027 -1.1647
H 5.0162 -2.4688 -3.5746
H 5.6451 -0.8004 -3.5386
```

Values from the calculation:
**Net charge**: 0
**Electronic energy**: -59310.0976 eV
**LUMO level**: 0.31 eV
**HOMO level**: -7.941 eV
**SMILES**: FC(F)C(F)(F)C(F)(F)C(F)(F)COCC[PH3]CCc1ccccc1.C[C@@H]1COC(=O)O1

- electronic energy of number 2 (C52H104O39)?
  -135449.3420 eV

- Which value of net charge does entry 4 give?
  0